Entry 1:
C17H22N2O3S2 | wB97M-V/def2-TZVPD

Each line ends with the Mulliken charge.
Element x y z (Å)
S (-5.175, 1.954, -0.431)  -0.136
S (-0.419, 3.010, -0.738)  -0.164
O (-2.602, -1.375, -0.405)  -0.181
O (-0.368, -1.514, -0.590)  -0.833
O (2.012, 2.702, -1.333)  -0.634
N (3.972, 0.179, -0.209)  0.206
N (1.005, 0.735, -0.952)  0.199
C (-4.192, 0.269, 1.232)  -0.529
C (3.392, 0.704, -1.426)  -1.379
C (-2.706, -2.792, -0.528)  -0.324
C (-1.369, 0.613, -0.389)  -0.841
C (4.165, -1.756, 1.304)  -1.602
C (2.099, 1.490, -1.252)  0.719
C (4.498, 1.176, 0.705)  -0.740
C (3.492, 1.894, 1.610)  -0.885
C (-2.740, -3.220, -1.988)  -1.131
C (-2.083, 2.812, -0.323)  -0.748
C (-0.209, 1.306, -0.691)  0.324
C (3.255, -0.927, 0.400)  -0.187
C (-3.801, 1.148, 0.264)  0.362
C (-6.250, 1.077, 0.582)  -0.494
C (-5.590, 0.226, 1.410)  -0.564
C (-2.462, 1.514, -0.154)  0.726
C (-1.382, -0.842, -0.460)  0.861
H (-6.081, -0.408, 2.126)  0.398
H (2.373, -0.608, 0.977)  0.250
H (4.402, -1.227, 2.223)  0.313
H (2.906, -1.571, -0.413)  0.422
H (-2.892, -4.294, -2.050)  0.387
H (3.663, -2.684, 1.566)  0.468
H (-7.305, 1.247, 0.502)  0.455
H (-1.859, -3.259, -0.014)  0.321
H (2.958, 1.188, 2.242)  0.247
H (5.022, 1.920, 0.100)  0.340
H (-2.706, 3.676, -0.203)  0.503
H (5.244, 0.677, 1.330)  0.382
H (4.025, 2.589, 2.254)  0.418
H (3.207, -0.134, -2.106)  0.405
H (4.122, 1.375, -1.887)  0.442
H (5.090, -1.990, 0.785)  0.346
H (1.006, -0.286, -0.903)  0.238
H (-1.798, -2.969, -2.471)  0.290
H (2.771, 2.459, 1.027)  0.198
H (-3.639, -3.048, -0.022)  0.332
H (-3.500, -0.318, 1.808)  0.503
H (-3.550, -2.714, -2.507)  0.316

Computed properties:
Largest force on an atom in eV/A: 0.8
Frontier orbital gap in eV: 8.60
Calculated total energy in hartree: -1792.62306
SMILES: CCOC(=O)c1c(-c2cccs2)csc1NC(=O)CN(CC)CC
HOMO level in eV: -8.00
Spin multiplicity: 1
Energy relative to the best compared isomer or geometry (same formula, charge and spin) in kJ/mol: 0.0

Entry 2:
C17H22N3O11V | wB97M-V/def2-TZVPD

Each line ends with the Mulliken charge.
Element x y z (Å)
V (14.394, 9.212, 16.082)  1.491
O (12.914, 8.757, 16.643)  -0.964
O (8.291, 9.657, 23.482)  -0.613
O (14.646, 10.433, 18.625)  -0.479
O (15.967, 7.905, 17.005)  -0.460
O (8.836, 7.535, 23.756)  -0.595
O (18.739, 6.263, 17.408)  -0.978
O (14.976, 8.139, 14.168)  -0.559
O (14.368, 10.778, 15.895)  -0.691
O (15.664, 12.287, 11.913)  -0.531
O (13.717, 9.850, 20.421)  -0.627
O (16.183, 11.987, 14.030)  -0.398
N (13.874, 10.629, 19.496)  1.142
N (16.486, 12.252, 12.853)  0.810
N (8.915, 8.601, 23.193)  0.938
C (10.934, 7.496, 20.287)  -0.588
C (13.003, 9.325, 13.047)  -1.172
C (17.897, 12.433, 12.437)  -0.765
C (12.915, 14.322, 19.158)  -0.485
C (10.332, 9.723, 19.935)  -0.269
C (13.202, 11.952, 19.666)  -0.152
C (16.819, 7.992, 18.111)  -0.130
C (11.526, 13.272, 20.876)  -0.439
C (13.525, 13.065, 18.900)  -0.409
C (14.422, 8.646, 12.967)  -0.096
C (9.682, 9.804, 21.147)  -0.322
C (10.329, 7.484, 21.515)  -0.268
C (11.979, 14.424, 20.187)  -0.387
C (12.199, 12.068, 20.676)  -0.327
C (17.996, 6.917, 18.434)  -0.515
C (9.640, 8.595, 21.919)  0.100
C (11.031, 8.672, 19.491)  -0.599
H (16.191, 8.142, 18.989)  0.110
H (9.206, 10.733, 21.423)  0.465
H (17.418, 6.174, 18.983)  0.122
H (11.531, 8.604, 18.536)  0.549
H (14.219, 7.748, 12.384)  0.324
H (10.240, 10.680, 19.443)  0.456
H (18.348, 13.213, 13.051)  0.268
H (12.315, 8.584, 13.452)  0.270
H (15.107, 9.280, 12.404)  0.183
H (14.304, 12.918, 18.167)  0.463
H (13.280, 15.280, 18.820)  0.323
H (18.258, 11.419, 12.267)  0.311
H (17.790, 12.854, 11.437)  0.300
H (10.615, 6.695, 22.195)  0.360
H (11.988, 11.302, 21.408)  0.634
H (17.377, 8.927, 18.050)  0.154
H (11.765, 15.370, 20.662)  0.322
H (12.664, 9.498, 12.025)  0.404
H (12.961, 10.245, 13.629)  0.246
H (18.739, 7.371, 19.089)  0.259
H (10.779, 13.276, 21.656)  0.400
H (11.476, 6.604, 20.009)  0.415

Computed properties:
Largest force on an atom in eV/A: 5.3
Frontier orbital gap in eV: 2.09
Calculated total energy in hartree: -2596.46364
Total charge: -2
HOMO level in eV: 0.74
Spin multiplicity: 1
Energy relative to the best compared isomer or geometry (same formula, charge and spin) in kJ/mol: 261.5

Entry 3:
C17H22N4O5 | wB97M-V/def2-TZVPD

Each line ends with the Mulliken charge.
Element x y z (Å)
O (1.295, 3.105, -0.460)  -0.609
O (-1.336, 0.234, -1.436)  -0.385
O (2.757, 1.433, -0.841)  -0.223
O (-1.487, -2.176, 4.618)  -0.446
O (-2.725, 1.700, -0.352)  -0.305
N (-0.549, 1.378, 0.325)  -1.133
N (0.309, -1.333, -0.549)  0.487
N (0.711, -0.292, -2.511)  0.244
N (0.553, 0.904, -0.405)  0.995
C (0.032, -0.107, -1.295)  0.045
C (1.343, -1.984, -1.170)  -0.172
C (3.710, 2.513, -0.583)  -0.241
C (-4.621, 2.671, -1.435)  -1.199
C (-1.568, 1.104, -0.429)  0.426
C (-1.970, -1.801, 2.336)  -0.645
C (0.312, -2.426, 2.995)  -0.437
C (-0.166, -1.705, 0.718)  0.340
C (-0.624, -2.670, 5.670)  -0.825
C (5.107, 2.068, -0.933)  -1.210
C (-3.737, 1.454, -1.411)  -0.087
C (1.570, -1.374, -2.365)  -1.202
C (0.718, -2.223, 1.681)  -1.068
C (-1.539, -1.648, 1.035)  -0.053
C (1.522, 1.909, -0.564)  0.493
C (-1.035, -2.157, 3.342)  0.760
C (0.074, -0.098, -3.817)  -1.102
H (3.395, 3.363, -1.197)  0.329
H (-0.470, -1.010, -4.115)  0.331
H (5.393, 1.130, -0.440)  0.311
H (1.757, -2.433, 1.424)  0.329
H (-2.999, -1.618, 2.637)  0.417
H (-0.310, -3.706, 5.469)  0.341
H (1.805, -2.869, -0.728)  0.441
H (-4.271, 0.543, -1.114)  0.279
H (-0.622, 0.743, -3.782)  0.348
H (-4.129, 3.443, -2.041)  0.299
H (0.848, 0.104, -4.565)  0.363
H (3.648, 2.793, 0.481)  0.302
H (1.045, -2.736, 3.749)  0.333
H (-1.254, -2.639, 6.563)  0.234
H (-2.293, -1.513, 0.265)  0.520
H (-3.245, 1.340, -2.384)  0.238
H (0.259, -2.022, 5.800)  0.322
H (5.224, 1.959, -2.018)  0.302
H (2.175, -1.729, -3.184)  0.451
H (-4.836, 3.102, -0.450)  0.307
H (-5.560, 2.413, -1.934)  0.376
H (5.786, 2.862, -0.599)  0.379

Computed properties:
Largest force on an atom in eV/A: 2.3
Frontier orbital gap in eV: 7.46
Calculated total energy in hartree: -1256.10927
SMILES: CCOC(=O)N1N=C(OCC)O[C@@]12N(C)C=CN2c1ccc(OC)cc1
HOMO level in eV: -6.76
Spin multiplicity: 1
Energy relative to the best compared isomer or geometry (same formula, charge and spin) in kJ/mol: 433.7

Entry 4:
C17H22NO3 | wB97M-V/def2-TZVPD

Each line ends with the Mulliken charge.
Element x y z (Å)
O (1.775, 0.372, 3.277)  -0.958
O (4.101, 1.541, 0.469)  -0.234
O (4.605, 0.387, 2.308)  -0.617
N (2.116, -0.085, -0.110)  -0.230
C (2.108, -1.639, -3.393)  -0.457
C (3.832, 0.642, 1.419)  -0.806
C (5.274, 2.298, 0.844)  -0.249
C (3.058, -1.615, 1.713)  -2.301
C (3.025, 0.513, -2.722)  -0.355
C (0.279, 1.338, 1.711)  -1.272
C (-1.100, 0.807, 2.059)  -0.561
C (2.136, -1.025, -0.983)  -0.487
C (-1.062, -0.726, 2.043)  -0.667
C (3.290, 0.821, -4.047)  -0.564
C (2.361, -1.327, -4.736)  -0.577
C (0.374, -1.139, 1.894)  -0.628
C (2.562, -0.236, 1.252)  2.359
C (2.407, -0.713, -2.397)  0.702
C (2.938, -0.102, -5.061)  -0.351
C (5.478, 3.337, -0.225)  -1.213
C (1.419, 0.125, 2.104)  1.237
H (-1.686, -1.139, 1.234)  0.332
H (5.656, 2.881, -1.201)  0.265
H (6.346, 3.958, 0.003)  0.421
H (3.755, 1.770, -4.314)  0.372
H (2.092, -2.044, -5.505)  0.364
H (1.978, -2.109, -0.788)  0.168
H (3.429, -1.471, 2.733)  0.470
H (0.379, 1.559, 0.648)  0.340
H (3.309, 1.191, -1.904)  0.446
H (-1.898, 1.198, 1.412)  0.369
H (2.322, -2.415, 1.740)  0.428
H (3.118, 0.150, -6.109)  0.333
H (1.686, -2.601, -3.102)  0.372
H (0.696, -1.939, 2.572)  0.409
H (3.871, -1.962, 1.079)  0.530
H (6.153, 1.650, 0.926)  0.301
H (-1.350, 1.127, 3.070)  0.255
H (0.518, 2.243, 2.285)  0.393
H (5.092, 2.764, 1.815)  0.307
H (0.498, -1.451, 0.849)  -0.183
H (4.614, 3.997, -0.301)  0.287
H (-1.425, -1.159, 2.975)  0.250

Computed properties:
Largest force on an atom in eV/A: 5.4
Frontier orbital gap in eV: 5.47
Calculated total energy in hartree: -941.40410
SMILES: CCOC(=O)[C@](C)(/N=C/c1ccccc1)C1([O-])CCCC1
Total charge: -1
HOMO level in eV: -2.57
Spin multiplicity: 1
Energy relative to the best compared isomer or geometry (same formula, charge and spin) in kJ/mol: 164.4